ORCA calculation (ωB97M-V with the def2-TZVPD basis set) on C21H19N4O2Pd as an isolated structure.

The calculation puts the energy above the lowest of the compared OMol25 structures with the same formula, charge and spin at 30.58 kcal/mol. Its molar mass is 465.83 g mol⁻¹. Its net charge is +1. As for the gap between HOMO and LUMO (alpha / beta): 7.00 / 7.00 eV.

Cartesian coordinates (Å):
Pd: -0.65 -0.71 -1.02
O: 4.85 -0.75 4.33
N: 3.65 -0.88 4.31
O: 2.96 -1.06 5.30
C: 2.98 -0.85 2.99
C: 3.81 -0.84 1.92
C: 3.32 -0.88 0.59
C: 4.16 -0.84 -0.52
C: 3.62 -0.92 -1.78
C: 2.24 -1.05 -1.91
N: 1.42 -1.07 -0.87
C: 1.93 -0.97 0.38
C: 1.04 -0.94 1.52
N: -0.29 -0.97 1.25
C: -1.14 -0.84 2.25
C: -0.74 -0.68 3.57
C: 0.60 -0.69 3.87
C: 1.54 -0.84 2.84
H: 4.88 -0.82 2.10
H: 5.23 -0.76 -0.38
H: 4.24 -0.89 -2.66
H: 1.78 -1.16 -2.89
H: -2.19 -0.87 1.98
H: -1.48 -0.55 4.35
H: 0.92 -0.58 4.89
C: -2.69 -0.98 -2.94
N: -2.77 -0.59 -1.51
C: -3.62 -1.54 -0.79
C: -3.28 0.79 -1.39
C: -2.14 1.76 -1.48
C: -2.35 3.13 -1.61
C: -1.27 4.01 -1.64
C: 0.02 3.52 -1.56
C: 0.25 2.16 -1.42
C: -0.83 1.30 -1.37
H: -3.69 -1.06 -3.38
H: -2.20 -1.95 -3.03
H: -2.12 -0.24 -3.49
H: -4.62 -1.58 -1.23
H: -3.70 -1.25 0.25
H: -3.18 -2.54 -0.85
H: -3.78 0.90 -0.43
H: -4.02 0.99 -2.18
H: -3.36 3.51 -1.67
H: -1.45 5.07 -1.74
H: 0.86 4.20 -1.60
H: 1.26 1.79 -1.34